{"formula": "C30H25N3OPRe", "method": "wB97M-V/def2-TZVPD", "elements": ["Re", "O", "C", "N", "C", "C", "C", "C", "C", "C", "N", "C", "C", "C", "C", "C", "N", "H", "H", "H", "H", "H", "H", "H", "H", "H", "H", "C", "C", "C", "C", "C", "C", "P", "C", "C", "C", "C", "C", "C", "C", "C", "C", "C", "C", "C", "H", "H", "H", "H", "H", "H", "H", "H", "H", "H", "H", "H", "H", "H", "H"], "coordinates": [[0.907993, -0.368889, -0.479843], [0.885838, -3.282795, 2.358822], [1.172915, -2.365281, 1.644670], [0.388709, -1.914026, 0.578166], [-0.614310, -2.808033, 0.014661], [-0.317708, -2.857258, -1.454299], [-0.666110, -3.879719, -2.308003], [-0.219372, -3.843542, -3.622607], [0.566906, -2.782385, -4.054177], [0.851191, -1.766096, -3.171860], [0.406037, -1.798032, -1.895269], [2.424689, -1.562992, 1.738136], [3.396355, -1.758190, 2.683652], [4.563445, -0.998826, 2.589600], [4.705504, -0.082894, 1.554698], [3.683777, 0.065732, 0.639271], [2.550038, -0.662449, 0.734426], [-0.553259, -3.792800, 0.478357], [-1.621175, -2.415602, 0.196215], [-1.245243, -4.715474, -1.938314], [-0.460093, -4.654519, -4.298094], [0.958205, -2.741330, -5.060965], [1.451262, -0.915330, -3.462940], [3.241841, -2.500249, 3.456192], [5.358124, -1.131695, 3.312810], [5.603377, 0.509767, 1.447736], [3.752782, 0.767843, -0.182460], [-4.204715, 0.270564, 3.201842], [-3.128986, -0.607850, 3.233696], [-2.054490, -0.423044, 2.379469], [-2.077207, 0.653732, 1.490966], [-3.153241, 1.551073, 1.461086], [-4.218031, 1.347666, 2.320914], [-0.753361, 1.033986, 0.384457], [-1.127105, 0.848555, -1.347330], [-0.212207, 1.346033, -2.304062], [-0.431279, 1.123272, -3.660792], [-1.542473, 0.398790, -4.057244], [-2.440709, -0.118950, -3.116067], [-2.242329, 0.094278, -1.770579], [0.180560, 2.504943, 0.726336], [0.030192, 3.702669, 0.014282], [0.758823, 4.812334, 0.401949], [1.630719, 4.731915, 1.485471], [1.775855, 3.547696, 2.198011], [1.053324, 2.427171, 1.824082], [-5.038967, 0.119636, 3.873925], [-3.122673, -1.434630, 3.930923], [-1.212539, -1.101572, 2.421323], [-3.163392, 2.399070, 0.784685], [-5.054514, 2.032973, 2.308573], [0.600401, 1.998937, -1.984416], [0.241381, 1.542039, -4.398029], [-1.729600, 0.245368, -5.112883], [-3.312966, -0.666083, -3.449893], [-2.953345, -0.278022, -1.042338], [-0.666535, 3.777358, -0.811888], [0.640033, 5.747096, -0.129049], [2.192678, 5.607434, 1.783491], [2.435820, 3.507040, 3.054031], [1.129161, 1.513589, 2.406476]], "atomic_forces_ev_per_a": [[-0.220, -0.343, 0.030], [0.038, 0.012, -0.044], [-0.202, -0.056, 0.136], [0.124, 0.101, -0.045], [-0.033, -0.003, 0.071], [0.046, 0.035, -0.061], [-0.032, -0.003, 0.041], [0.015, -0.018, -0.032], [-0.002, -0.007, -0.033], [-0.067, -0.053, 0.092], [0.116, 0.099, -0.029], [-0.010, -0.020, -0.042], [0.011, 0.008, -0.005], [-0.005, -0.004, 0.023], [0.032, 0.024, -0.007], [-0.066, -0.067, 0.034], [0.105, 0.266, -0.161], [0.005, -0.005, 0.001], [-0.015, -0.028, -0.004], [-0.003, 0.005, 0.002], [0.000, 0.006, -0.004], [-0.004, -0.004, 0.000], [0.008, 0.020, 0.003], [0.010, 0.001, 0.005], [0.003, 0.000, -0.006], [0.004, -0.008, 0.010], [-0.011, 0.007, -0.004], [-0.005, 0.029, -0.022], [0.028, -0.034, 0.027], [0.008, -0.005, -0.006], [0.017, -0.037, -0.097], [-0.055, -0.017, 0.048], [0.004, 0.010, -0.006], [0.129, -0.101, 0.130], [-0.138, 0.086, -0.191], [0.101, -0.057, 0.169], [0.020, 0.030, 0.050], [-0.014, -0.008, -0.052], [-0.051, -0.025, -0.003], [0.027, 0.039, -0.009], [0.061, 0.086, 0.000], [-0.013, -0.013, 0.026], [0.000, -0.018, 0.003], [0.010, 0.028, -0.010], [0.004, -0.041, 0.018], [-0.018, 0.079, -0.021], [0.000, 0.002, 0.002], [-0.008, 0.004, 0.002], [-0.001, 0.012, -0.018], [0.009, -0.005, 0.001], [-0.007, -0.009, 0.005], [0.028, 0.006, -0.043], [0.018, -0.006, 0.017], [-0.012, -0.003, 0.008], [0.007, 0.004, -0.010], [0.006, 0.004, 0.012], [0.006, -0.009, -0.004], [-0.002, 0.000, 0.002], [-0.009, 0.001, 0.003], [0.002, -0.001, -0.004], [0.005, 0.002, 0.006]], "lowdin_charge": [1.42, 0.19, -0.42, -0.14, -0.09, -0.21, 0.04, 0.03, 0.00, -0.08, -0.06, -0.16, 0.07, 0.05, 0.01, -0.07, -0.08, 0.15, 0.14, 0.15, 0.14, 0.14, 0.12, 0.15, 0.15, 0.14, 0.13, -0.01, -0.03, -0.07, -0.35, -0.06, -0.02, 1.00, -0.41, -0.14, -0.04, 0.00, -0.01, -0.05, -0.37, -0.07, -0.02, 0.00, -0.03, -0.09, 0.13, 0.13, 0.09, 0.12, 0.13, 0.11, 0.14, 0.14, 0.14, 0.13, 0.12, 0.13, 0.13, 0.13, 0.11], "largest_force_ev_per_a": 0.4, "charge": 3, "total_energy_ev": -49425.8475, "spin_multiplicity": 2}